Entry 1:
Molecular formula: C51H114F6N6P
Method: DFT, ωB97M-V/def2-TZVPD

As for the HOMO-LUMO gap: 11.201 eV. Its total charge is +5. Its energy is -3279.2025 a.u. As for the LUMO energy: -9.411 eV.

The geometry in XYZ format:
```
178
Properties=species:S:1:pos:R:3:forces:R:3
H 2.07588 -20.40051 -8.91814 0.092 -0.019 -0.073
H -0.49056 -21.71692 -17.48518 -0.064 -0.177 -0.011
H 0.49099 -21.35576 -15.36079 -0.235 -0.569 -0.309
F 5.41594 -19.51684 -15.52957 -0.332 0.477 -0.142
C -2.87000 -19.00134 -12.36384 -0.239 0.529 0.323
H 7.24790 -16.16944 -14.18706 -0.012 0.166 -0.160
C 3.44496 -21.03631 -18.04542 1.388 -0.160 0.636
C 9.52004 -19.25816 -12.80931 -0.127 -0.686 -0.345
H 5.82335 -23.56812 -15.44011 0.287 0.201 0.070
H 5.00587 -19.27716 -6.27043 0.187 -0.203 -0.213
H -3.11392 -18.88843 -13.41786 -0.207 -0.081 0.031
H 4.99135 -17.06550 -16.57252 -0.197 -0.105 -0.199
H 3.02398 -18.32245 -17.26298 -0.236 -0.162 -0.075
C 4.46590 -16.11009 -16.55465 0.173 -0.122 -0.141
H 2.20318 -18.62726 -11.43780 -0.399 -0.274 -0.286
H 9.28705 -20.20038 -13.31496 0.579 -0.124 -0.021
H 4.06830 -23.68361 -10.59614 0.641 0.542 -0.238
H 7.05982 -17.27656 -12.19728 -0.095 0.309 -0.167
C 1.96472 -14.94398 -15.54989 -0.199 1.296 0.669
H 8.75546 -16.07597 -15.11534 0.126 0.060 0.067
H 4.60359 -17.95788 -18.70805 0.287 0.687 0.361
H 0.27966 -20.12564 -12.13122 -0.321 -0.542 -0.172
C 2.79736 -16.65336 -11.42037 1.126 1.111 0.099
C 12.62284 -15.79443 -13.15960 0.568 0.223 -0.906
N 7.76111 -23.67965 -16.40226 0.652 0.719 -0.742
C 4.68551 -21.26140 -18.91775 -0.938 0.020 -1.787
C 9.11530 -21.71720 -17.00423 0.021 -0.128 -0.225
C 6.33988 -24.07121 -16.25177 -0.037 -1.222 -0.451
H 5.63157 -19.66502 -9.01447 0.105 -0.205 0.123
H 10.06246 -15.31949 -12.30267 -0.085 -0.110 0.300
H 4.06591 -15.24001 -18.92909 -0.242 0.164 -0.365
H 1.23669 -14.13757 -15.40784 0.180 0.181 -0.294
H -1.95518 -17.59429 -10.86193 -0.317 -0.588 0.148
H 2.41489 -15.90878 -19.27775 0.107 0.183 -0.214
N -0.60720 -18.24749 -12.31031 -0.081 -1.290 1.177
H 9.98348 -21.30909 -16.49099 -0.093 -0.099 0.230
H 3.45252 -22.95188 -17.08182 0.004 0.237 0.245
C 8.96509 -18.23050 -13.77967 -0.254 0.323 0.534
C 9.01150 -25.89597 -15.94308 0.787 0.501 -0.040
H 11.42509 -17.07078 -14.40459 0.019 -0.143 0.237
C 4.70699 -21.74704 -7.17475 0.286 0.771 -0.742
H 7.93837 -18.51506 -14.03475 0.034 0.241 0.103
H 9.51098 -18.14299 -14.71649 0.258 -0.049 0.161
H 1.43757 -17.44561 -17.49748 -0.020 -0.115 -0.024
H 2.32122 -17.43487 -15.91336 -0.315 -0.337 0.003
H 2.74606 -15.73067 -12.00572 -0.261 0.064 0.192
H 2.25345 -21.91201 -7.95607 -0.419 0.140 -0.029
C 4.29474 -15.66649 -15.10454 -0.579 0.307 0.432
H 2.66831 -16.39901 -10.36520 -0.518 -0.042 -0.091
H 4.40194 -21.22204 -6.27368 -0.177 -0.368 0.131
H 4.33202 -21.64801 -19.88326 0.162 -0.286 0.092
N 8.89201 -16.85318 -13.15437 0.892 0.020 0.445
C 9.74490 -26.71038 -14.88279 -0.536 -0.104 0.304
H -0.45595 -25.06077 -17.65200 -0.185 0.274 0.082
C 7.97369 -22.21812 -16.09848 0.199 0.956 0.240
C 8.30679 -15.91300 -14.13917 -0.664 -0.315 0.086
H 13.00755 -16.64310 -12.59657 -0.052 0.238 0.389
H 3.18286 -14.34659 -13.82315 -0.111 -0.127 -0.011
H 2.71959 -14.11205 -17.35476 0.341 -0.166 -0.068
C 8.67130 -24.48770 -15.45810 -0.991 -0.229 0.026
H 3.95688 -16.46897 -14.44210 0.170 -0.374 -0.341
H 8.40480 -24.82669 -18.12695 0.088 -0.045 0.350
H 8.43601 -14.87890 -13.83020 0.033 -0.037 0.115
H 5.26480 -15.37094 -14.70633 0.108 -0.002 -0.235
H 4.22304 -17.07959 -21.54779 0.064 0.403 0.001
C -1.99373 -20.24122 -12.11521 0.504 0.247 -0.202
C 1.44721 -21.50521 -15.85230 0.951 0.643 -1.272
C 0.43882 -17.37042 -11.66206 -0.353 0.368 -0.946
C 5.47784 -17.48324 -7.31769 0.969 -1.041 -0.198
H 5.73210 -23.91444 -8.83923 0.117 -0.265 0.321
H 0.21662 -17.34139 -10.59623 0.159 -0.289 0.051
H 10.60325 -16.98729 -11.92976 0.179 0.146 0.020
H 5.43918 -16.90868 -6.39677 -0.388 0.471 -0.327
H 5.27100 -16.96842 -8.25573 -0.362 0.483 0.338
H 3.50934 -23.58723 -6.84296 0.043 0.431 0.623
H 3.70639 -21.09084 -10.34738 0.395 -0.176 -0.524
C 2.39862 -17.47722 -16.99450 1.296 0.694 0.168
H 5.76282 -21.49973 -7.31273 0.101 -0.307 0.090
H -2.41480 -20.86146 -11.33038 0.124 -0.214 -0.110
H -2.21169 -16.82842 -12.35274 -0.254 -0.262 -0.469
H 9.20446 -20.06198 -10.80713 0.255 0.221 0.096
H 0.27367 -23.63043 -15.92387 0.286 -0.183 0.338
H 1.79259 -20.54471 -16.23380 0.027 0.164 0.515
H 2.82561 -20.29066 -18.54156 -0.314 -0.181 0.058
H 1.91220 -24.32286 -16.32242 -0.038 0.118 0.278
C 2.79808 -22.37193 -17.73501 -0.049 -0.720 -0.194
H 7.09932 -21.60518 -16.31774 -0.402 -0.604 -0.107
H 8.14711 -26.47908 -16.26024 -0.062 0.202 -0.231
F 5.24162 -18.41824 -13.52596 -0.090 -0.060 -0.036
H 5.55216 -16.28417 -20.70599 0.023 0.009 0.287
H 1.32506 -15.13146 -17.57150 0.262 -0.391 -0.303
H 10.09736 -27.64447 -15.31524 -0.123 -0.036 -0.004
H 0.61144 -21.08124 -18.63433 0.422 -0.278 -0.264
H 8.13261 -22.07792 -15.03006 0.127 -0.304 0.020
H -1.06935 -17.43494 -14.10556 0.252 -0.018 -0.570
H 10.62058 -26.22537 -14.45333 -0.131 0.217 0.023
C 0.08419 -23.26947 -18.88590 0.019 0.066 -0.512
C -2.02451 -17.81622 -11.92842 0.894 0.711 0.052
H 5.07319 -15.40238 -17.11846 -0.039 0.147 0.118
H 13.36893 -15.59620 -13.93222 -0.043 -0.098 -0.031
H 2.40876 -20.34404 -7.15647 -0.028 0.049 -0.037
H 3.24201 -18.05726 -19.67333 -0.072 0.145 -0.250
C 2.26426 -15.04337 -17.02213 -0.882 -0.420 0.309
C 11.30243 -16.15472 -13.81914 -0.428 -0.358 0.035
H 8.70923 -20.91661 -17.62168 0.116 0.005 -0.067
H 5.43734 -21.96108 -18.56571 0.000 0.136 0.428
H 9.44977 -17.65648 -10.30169 0.179 0.430 -0.490
C -0.62786 -19.68356 -11.71599 1.040 0.587 -0.595
P 4.97284 -19.92816 -14.02408 -0.025 -1.126 -0.356
H 0.20032 -16.36361 -12.01702 0.175 0.053 -0.104
H 10.30999 -23.48410 -17.42605 0.282 0.100 -0.326
C 3.27556 -14.54800 -14.89168 0.062 0.107 0.361
H 2.88374 -23.17624 -9.55660 0.045 -0.223 0.417
C 10.26303 -16.31110 -12.70577 -0.097 -0.229 -1.038
N 3.17591 -16.23071 -17.35077 -1.367 0.856 -0.031
H 8.03995 -24.42676 -14.56881 0.547 -0.445 0.420
C 3.39739 -16.09560 -18.85598 1.067 -0.950 0.794
H 3.91584 -19.08240 -9.05534 0.524 0.017 -0.818
C 0.36876 -21.99864 -18.10173 -1.205 0.459 0.889
C 1.04188 -23.78214 -16.67889 -0.824 0.250 -0.650
N 1.44006 -22.36403 -17.09187 -0.505 -0.453 0.643
H 8.04402 -15.91976 -11.50343 -0.310 -0.016 0.109
H 6.53130 -17.77894 -7.39512 0.020 0.049 -0.010
C 9.49877 -22.92116 -17.88185 -0.931 -0.149 0.255
H 10.98775 -15.41300 -14.55628 0.035 0.241 0.229
H 9.00588 -26.93836 -14.11152 0.408 -0.169 0.289
H 12.57917 -14.85978 -12.60165 -0.129 -0.251 0.393
H -3.79591 -19.03488 -11.79496 -0.057 0.018 -0.115
H 2.15241 -17.87313 -13.01810 -0.377 -0.026 -0.075
H 3.86879 -20.63370 -17.11992 -0.580 0.273 0.148
C 4.04580 -17.35150 -19.43157 -0.100 -0.882 -0.257
C 4.89546 -17.15047 -20.68901 -0.721 -0.291 -0.727
H 7.83630 -17.98740 -10.05014 -0.336 0.005 -0.277
C 4.48703 -23.23982 -7.17380 0.376 -0.753 -0.739
C 4.32770 -21.68218 -9.68055 0.160 0.022 1.052
H 3.56241 -13.58709 -15.32496 0.285 -0.099 -0.086
H 9.59193 -23.93088 -15.30379 -0.091 0.175 0.012
C 2.57785 -20.88344 -8.08366 0.629 -0.511 0.316
C 8.55955 -17.93737 -10.86939 0.610 -0.749 0.780
H -1.86698 -20.79868 -13.04102 -0.327 -0.348 0.175
C 0.38023 -24.41732 -17.90626 1.425 -0.301 -0.754
H 1.10572 -25.05491 -18.41592 -0.095 -0.252 0.222
C 8.76567 -19.33559 -11.48635 -1.048 0.763 -0.304
H 3.85686 -16.92471 -11.46454 -0.138 -0.379 -0.271
H 7.76608 -19.71575 -11.72438 -0.006 -0.090 0.000
H 5.46692 -18.04640 -20.93377 0.198 0.050 0.347
F 4.50042 -20.35293 -12.53835 0.501 -0.035 -0.121
C 4.67797 -23.93231 -8.54096 0.636 1.340 -0.194
C 3.98077 -23.14816 -9.64843 -1.861 -0.712 0.018
H 6.32032 -25.15230 -16.10392 -0.046 0.061 0.245
C 1.89102 -17.72164 -11.97206 0.272 -0.509 1.049
C 8.24182 -23.78988 -17.83855 0.147 -0.357 -0.374
H 0.52541 -18.24661 -14.18703 0.138 -0.017 0.421
H 0.70989 -23.26363 -19.78087 0.283 -0.387 0.200
F 3.39674 -19.60985 -14.35094 0.296 0.563 -0.286
C 4.68442 -19.61322 -8.49083 -1.620 0.876 1.751
N 4.05323 -20.98655 -8.32823 0.446 -0.221 -0.392
H -0.90667 -23.40396 -19.31823 -0.235 0.683 0.394
H 9.70766 -22.63316 -18.90755 0.361 -0.131 0.039
H 2.68162 -23.02030 -18.60667 -0.020 0.327 -0.245
H 4.36329 -24.96740 -8.45506 -0.101 -0.004 -0.219
H 10.59652 -19.17535 -12.66222 0.020 0.024 -0.132
C 8.05020 -16.93577 -11.89292 0.159 -0.043 -0.125
H -0.96896 -19.18735 -14.21709 -0.034 -0.058 0.248
H 9.72715 -25.76291 -16.75942 -0.358 -0.201 -0.292
H 7.44669 -23.46711 -18.51130 -0.025 0.506 0.232
H 5.83406 -23.93782 -17.20612 -0.044 0.440 0.083
H 3.61391 -18.54458 -7.01291 0.070 0.213 0.239
C -0.48769 -18.30604 -13.80443 -0.684 0.772 0.129
H 5.39733 -21.52251 -9.80811 -0.064 0.025 -0.461
F 4.71638 -21.44566 -14.58643 -0.143 -0.015 0.280
H -0.44868 -19.66074 -10.64133 -0.317 0.526 0.035
H 5.12375 -20.31594 -19.23943 0.294 0.033 0.550
F 6.51840 -20.35028 -13.74128 -0.387 0.253 0.440
H 5.29249 -23.61714 -6.54269 -0.466 -0.193 0.468
H 1.42523 -15.75979 -15.06185 0.433 -0.480 -0.322
C 4.67155 -18.76654 -7.17216 -0.296 -0.329 -0.424
H 2.20233 -21.91260 -15.18576 -0.043 0.080 0.140
```
Positions in Å, forces in eV/Å.

---

Entry 2:
Molecular formula: C5H12BBr4Na3O3
Method: DFT, ωB97M-V/def2-TZVPD

As for the HOMO-LUMO gap (alpha / beta): 7.878 / 7.608 eV. Its total charge is +1. Its energy is -11231.0034 a.u. As for the LUMO energy (alpha / beta): -4.642 / -4.911 eV. As for the multiplicity: 2.

The geometry in XYZ format:
```
28
Properties=species:S:1:pos:R:3:forces:R:3
Br -3.66398 -3.34311 2.35944 0.604 1.230 0.017
B 1.47218 -0.49913 -0.65137 -0.121 -0.057 -0.245
H 1.99616 -0.09369 -1.50302 2.311 1.253 -3.824
H 1.03918 0.39778 -0.23628 -1.972 3.004 1.723
H 0.74283 -1.22274 -0.98103 -2.756 -2.795 -1.041
C -2.60170 -1.64200 2.14461 0.146 -0.859 -1.047
H 2.18325 -0.91770 0.04391 2.741 -1.827 2.589
C -1.88142 2.41590 1.82951 -0.297 -0.237 -0.221
Br -0.55563 1.05606 2.46123 -0.403 1.188 -0.027
H -2.96275 1.33805 0.17588 0.191 0.059 0.221
Na 0.31140 -0.36515 -3.08078 -0.162 0.279 0.427
H -3.25830 -0.89680 1.69554 -0.094 -0.231 0.061
O 3.93014 1.14858 -3.01724 -0.814 1.792 -0.175
O 4.89056 -0.49497 -2.09596 0.197 -0.869 0.625
H -0.62930 -1.17022 1.28027 -0.413 0.056 -0.345
H -2.28076 -1.25250 3.11073 0.045 -0.503 0.000
Br -3.05205 3.79567 -0.34564 0.239 -0.609 0.065
C 4.71630 0.18891 -3.16406 -1.038 -1.105 1.360
H -1.30452 1.94781 -0.17339 -0.266 0.093 -0.198
H -2.70221 2.37333 2.54546 -0.088 -0.319 -0.325
Br -2.00676 -1.95706 -0.72533 0.194 -0.117 1.008
H -0.91104 -2.87442 1.44977 -0.419 -0.168 -0.381
H -1.49515 3.43165 1.91405 0.603 -0.373 0.036
Na 2.97852 -2.26934 -1.94042 0.677 0.430 0.315
O 5.10259 -0.16589 -4.26916 0.718 -0.185 -1.146
C -1.40423 -1.93323 1.20681 -0.306 0.166 0.296
C -2.23856 2.13223 0.35732 0.118 0.658 0.696
Na 3.58524 0.87196 -0.39086 0.366 0.048 -0.462
```
Positions in Å, forces in eV/Å.

---

Entry 3:
Molecular formula: ClHNO2S
Method: DFT, ωB97M-V/def2-TZVPD

As for the HOMO-LUMO gap (alpha / beta): 8.293 / 7.421 eV. Its total charge is -1. Its energy is -1064.1205 a.u. As for the LUMO energy (alpha / beta): 4.153 / 2.856 eV. As for the multiplicity: 3.

The geometry in XYZ format:
```
6
Properties=species:S:1:pos:R:3:forces:R:3
Cl 3.02644 0.77040 -0.81639 0.727 0.443 -0.552
N 0.22435 0.69416 0.39952 0.097 0.138 0.652
H -0.27582 0.64576 -0.47510 0.149 -0.249 -0.370
O 2.06109 -0.23304 1.74324 0.388 0.051 0.863
S 1.46107 -0.20719 0.43708 -1.393 -0.740 -0.758
O 1.07294 -2.37556 -0.63035 0.031 0.358 0.166
```
Positions in Å, forces in eV/Å.